The following is a DFT calculation (ωB97M-V with the def2-TZVPD basis set) of an isolated molecule of C4H3FN2O.

Each line ends with the natural charge from an NBO analysis.
Element x y z (Å)
C 0.298 -1.226 -0.618  0.6072
H -1.199 2.364 -0.884  0.3450
C 0.636 -0.973 0.847  0.3480
N -0.275 -0.055 -1.027  -0.6407
C 0.253 0.240 1.211  -0.3125
C -0.331 0.890 0.010  0.4202
F 1.214 -1.925 1.552  -0.2779
H -0.631 0.098 -1.966  0.4251
O 0.533 -2.207 -1.279  -0.5360
H 0.322 0.738 2.157  0.2512
N -0.820 2.057 -0.003  -0.6296

Results
SMILES = [H]/N=C1/C=C(F)C(=O)N1
Energy above the lowest of the compared OMol25 structures with the same formula, charge and spin = 74.3 kJ/mol